Record 1
ORCA calculation (wB97M-V/def2-TZVPD) on the molecule C20H29N3O5.

- structure (SMILES) = CCCCN(CC(=O)NC(C)(C)C)C(=O)C(=O)Nc1ccc2c(c1)OCCO2
- orbital gap (eV) = 8.58
- LUMO (eV) = 0.38
- total energy (eV) = -35919.9856
- HOMO level (eV) = -8.2
- ΔE to the lowest compared entry with this formula, charge and spin (eV) = 0.705

```
! RIJCOSX wB97M-V def2-TZVPD def2/J DEFGRID3
* xyz 0 1
C -3.193 -1.211 3.892
C -3.922 -1.284 2.556
C -4.368 0.084 2.040
C -3.215 1.027 1.686
N -2.311 0.468 0.690
C -2.804 0.508 -0.669
C -2.601 1.933 -1.231
O -3.427 2.803 -1.034
N -1.445 2.076 -1.885
C -0.931 3.331 -2.436
C 0.414 3.011 -3.087
C -1.914 3.868 -3.478
C -0.749 4.345 -1.303
C -1.086 0.094 1.077
O -0.717 0.137 2.252
C -0.072 -0.452 0.059
O -0.158 -0.350 -1.158
N 0.934 -1.032 0.732
C 2.094 -1.649 0.269
C 2.382 -1.793 -1.086
C 3.540 -2.436 -1.475
C 4.431 -2.935 -0.534
C 4.161 -2.757 0.828
C 2.991 -2.127 1.219
O 5.024 -3.184 1.803
C 6.308 -3.501 1.313
C 6.194 -4.336 0.038
O 5.551 -3.593 -0.974
H -2.244 -0.694 3.785
H -3.798 -0.686 4.629
H -2.992 -2.213 4.265
H -3.273 -1.759 1.816
H -4.809 -1.912 2.665
H -5.005 -0.059 1.164
H -4.972 0.579 2.803
H -2.623 1.244 2.576
H -3.618 1.960 1.284
H -3.876 0.302 -0.649
H -2.301 -0.233 -1.287
H -0.826 1.274 -1.916
H 0.846 3.911 -3.514
H 1.108 2.609 -2.352
H 0.286 2.278 -3.881
H -1.541 4.797 -3.901
H -2.048 3.145 -4.279
H -2.877 4.054 -3.012
H -1.708 4.546 -0.835
H -0.345 5.276 -1.692
H -0.067 3.953 -0.551
H 0.826 -0.942 1.745
H 1.697 -1.413 -1.824
H 3.774 -2.569 -2.519
H 2.797 -2.012 2.274
H 6.814 -4.053 2.106
H 6.863 -2.579 1.092
H 7.178 -4.603 -0.351
H 5.622 -5.248 0.254
*
```

=====

Record 2
ORCA calculation (wB97M-V/def2-TZVPD) on a cluster of 2 separate species, C20H29N4O6 in total.

- orbital gap (eV) = 3.36
- LUMO (eV) = 0.10
- total energy (eV) = -39451.9051
- HOMO level (eV) = -3.3
- ΔE to the lowest compared entry with this formula, charge and spin (eV) = 0.410

```
! RIJCOSX wB97M-V def2-TZVPD def2/J DEFGRID3
* xyz -1 1
C 4.034 -0.299 0.415
C 2.796 0.553 0.619
O 2.053 0.147 1.743
C 0.919 0.909 1.871
C 0.045 0.533 2.961
C -1.258 1.072 3.161
O -2.038 0.557 3.959
C -1.711 2.270 2.378
C -2.149 1.896 0.960
C -3.555 1.254 0.872
C -3.536 -0.170 0.289
C -3.418 -1.271 1.366
C -2.519 -2.439 0.925
C -1.045 -2.175 1.258
C -0.737 -2.448 2.734
C 0.628 -1.908 3.198
C 0.516 -0.541 3.876
O 0.639 1.819 1.095
H 4.607 0.001 -0.465
H 4.689 -0.231 1.283
H 3.766 -1.349 0.300
H 3.047 1.613 0.766
H 2.126 0.507 -0.250
H -2.527 2.768 2.913
H -0.883 2.989 2.344
H -2.090 2.773 0.303
H -1.399 1.209 0.548
H -4.016 1.230 1.867
H -4.218 1.898 0.279
H -4.428 -0.354 -0.325
H -2.701 -0.251 -0.419
H -3.013 -0.836 2.288
H -4.419 -1.625 1.646
H -2.830 -3.374 1.408
H -2.658 -2.612 -0.150
H -0.385 -2.787 0.629
H -0.797 -1.137 1.009
H -1.519 -2.006 3.364
H -0.808 -3.528 2.917
H 1.113 -2.619 3.881
H 1.300 -1.826 2.335
H 1.484 -0.241 4.298
H -0.171 -0.603 4.730
C 0.489 -2.077 -5.228
O 0.294 -0.807 -5.776
C 1.042 0.162 -5.122
N 0.920 1.397 -5.575
C 1.636 2.311 -4.891
N 1.744 3.640 -5.102
O 2.587 4.178 -4.229
N 3.005 3.149 -3.462
O 3.834 3.256 -2.510
C 2.436 1.947 -3.831
C 2.505 0.621 -3.452
N 1.814 -0.278 -4.089
H -0.096 -2.800 -5.801
H 1.550 -2.323 -5.285
H 0.158 -2.068 -4.187
H 3.149 0.321 -2.641
*
```

=====

Record 3
ORCA calculation (wB97M-V/def2-TZVPD) on the molecule C20H29N7OS.

- structure (SMILES) = COCCn1nnnc1[C@@H](CC(C)C)N1CCN(c2nc3ccccc3s2)CC1
- orbital gap (eV) = 8.30
- LUMO (eV) = 0.46
- total energy (eV) = -44505.7054
- HOMO level (eV) = -7.8
- ΔE to the lowest compared entry with this formula, charge and spin (eV) = 17.712

```
! RIJCOSX wB97M-V def2-TZVPD def2/J DEFGRID3
* xyz 0 1
C -1.572 -4.267 -1.067
O -0.705 -2.994 -1.258
C 0.239 -3.023 -0.316
C -0.254 -2.689 0.946
N -0.303 -1.170 1.289
N 0.696 -0.549 2.027
N 0.403 0.767 1.914
N -0.587 1.067 1.094
C -1.101 -0.211 0.884
C -2.260 -0.111 -0.137
C -3.475 -0.350 0.768
C -3.946 0.949 1.779
C -4.451 0.469 2.951
C -4.750 1.609 0.827
N -2.503 0.703 -1.371
C -1.998 -0.114 -2.669
C -0.502 -0.068 -2.839
N 0.077 0.997 -1.859
C 1.276 0.643 -1.194
N 1.732 -0.411 -0.978
C 3.000 -0.180 -0.351
C 3.644 -1.320 0.232
C 4.726 -1.143 0.827
C 4.990 0.242 1.484
C 4.342 1.349 0.996
C 3.188 1.060 0.309
S 2.109 2.339 -0.737
C -0.589 2.204 -1.842
C -1.979 1.958 -1.277
H -0.832 -5.160 -1.282
H -2.183 -4.415 -0.270
H -2.425 -4.217 -1.911
H 1.012 -2.330 -0.580
H 0.721 -3.868 0.024
H -1.105 -2.809 1.208
H 0.467 -2.974 1.963
H -2.054 -1.261 -0.649
H -3.406 -1.087 1.549
H -4.219 -0.746 0.275
H -2.873 1.517 1.638
H -3.653 -0.156 3.535
H -4.742 1.471 3.391
H -5.076 -0.189 2.816
H -4.842 2.531 1.313
H -4.479 1.983 -0.340
H -5.922 1.269 0.807
H -2.407 0.829 -3.278
H -2.480 -0.893 -2.429
H -0.095 -0.797 -2.272
H -0.183 0.012 -3.942
H 3.330 -2.399 -0.096
H 5.418 -1.811 1.203
H 5.981 0.114 1.958
H 4.682 2.258 1.248
H -0.035 3.127 -1.458
H -0.862 2.509 -2.934
H -2.690 2.678 -1.551
H -1.837 2.099 -0.121
*
```

=====

Record 4
ORCA calculation (wB97M-V/def2-TZVPD) on a structure of composition C20H30BN8PtSe.

- orbital gap (eV) = 5.50
- LUMO (eV) = -12.44
- total energy (eV) = -102391.0649
- HOMO level (eV) = -17.9

```
! RIJCOSX wB97M-V def2-TZVPD def2/J DEFGRID3
* xyz 3 1
Pt -0.003 0.073 0.188
C 2.888 -0.462 -1.578
C 2.468 -1.466 -0.563
C 3.054 -2.658 -0.189
C 2.260 -3.225 0.814
C 2.469 -4.494 1.560
N 1.222 -2.402 1.029
N 1.334 -1.353 0.182
B -0.013 -2.467 1.944
N -0.007 -1.151 2.770
N -0.002 0.068 2.156
C 0.016 1.060 3.087
C 0.032 2.513 2.785
C 0.013 0.435 4.317
C -0.001 -0.938 4.094
C -0.009 -2.042 5.091
N -1.247 -2.400 1.032
N -1.355 -1.358 0.173
C -2.489 -1.481 -0.572
C -2.926 -0.500 -1.603
C -3.077 -2.669 -0.184
C -2.289 -3.224 0.824
C -2.497 -4.485 1.583
H 3.850 -0.746 -1.996
H 2.990 0.530 -1.134
H 2.171 -0.410 -2.401
H 3.964 -3.069 -0.595
H 3.426 -4.926 1.281
H 1.687 -5.218 1.326
H 2.458 -4.328 2.637
H -0.013 -3.431 2.633
H 0.028 2.686 1.716
H 0.921 2.974 3.216
H -0.838 2.997 3.229
H 0.019 0.925 5.277
H -0.006 -1.625 6.094
H 0.868 -2.681 4.980
H -0.894 -2.669 4.979
H -2.203 0.303 -1.744
H -3.884 -0.061 -1.324
H -3.066 -1.004 -2.559
H -3.988 -3.084 -0.586
H -3.453 -4.922 1.306
H -2.490 -4.308 2.658
H -1.714 -5.211 1.358
C -2.457 4.130 -0.107
N -1.068 4.600 -0.024
C -0.685 5.859 0.353
C 0.674 5.901 0.297
N 1.102 4.669 -0.117
C 2.506 4.288 -0.320
C 0.032 3.878 -0.289
Se 0.060 2.151 -1.030
H -3.112 4.995 -0.067
H -2.677 3.471 0.731
H -2.614 3.610 -1.048
H -1.393 6.626 0.621
H 1.352 6.712 0.508
H 3.106 5.192 -0.328
H 2.614 3.784 -1.278
H 2.837 3.641 0.489
*
```

=====

Record 5
ORCA calculation (wB97M-V/def2-TZVPD) on a structure of composition C20H30Br33NO6P2.

- orbital gap (eV) = 8.78
- LUMO (eV) = -0.53
- total energy (eV) = -2364973.1156
- HOMO level (eV) = -9.3

```
! RIJCOSX wB97M-V def2-TZVPD def2/J DEFGRID3
* xyz 0 1
C 0.005 1.199 1.170
C 1.276 2.049 0.546
O 1.279 3.535 0.714
C 1.989 4.169 -0.441
O 2.012 5.460 -0.802
O 2.621 3.002 -1.138
C 1.555 1.989 -1.070
C 2.169 0.522 -1.465
C 2.854 0.435 -2.956
C 3.044 -1.198 -3.265
C 1.582 -1.772 -3.745
C 1.371 -3.385 -3.532
N 1.378 -3.829 -2.070
P 0.151 2.764 -2.105
P -1.067 1.280 -3.139
O -1.600 0.098 -2.229
O -2.517 2.137 -3.704
O -0.284 0.712 -4.625
H -0.689 1.831 1.881
H -0.662 0.759 0.285
H 0.368 0.246 1.786
H 2.196 1.490 1.059
H 3.043 0.295 -0.688
H 1.347 -0.300 -1.272
H 3.913 0.982 -3.020
H 2.199 0.885 -3.819
H 3.335 -1.663 -2.205
H 3.930 -1.426 -3.994
H 0.727 -1.228 -3.155
H 1.462 -1.453 -4.888
H 2.151 -3.967 -4.183
H 0.290 -3.672 -3.941
H 2.072 -4.616 -1.968
H 1.661 -3.046 -1.440
H 0.832 3.550 -3.143
H -2.154 2.849 -4.331
H -0.748 -0.155 -4.817
C -3.915 -0.906 0.377
Br -2.617 -1.643 1.624
Br -5.424 -2.104 0.110
Br -4.490 0.878 0.900
H -3.410 -0.808 -0.590
C 3.772 -0.195 3.336
Br 3.820 -1.549 4.733
Br 5.443 0.795 3.231
Br 3.267 -0.948 1.615
H 2.993 0.522 3.613
C -8.388 -0.524 -2.020
Br -8.113 1.098 -0.983
Br -10.099 -1.358 -1.620
Br -8.163 -0.212 -3.927
H -7.609 -1.233 -1.718
C -3.049 1.023 5.288
Br -1.611 -0.281 5.157
Br -2.663 2.631 4.263
Br -4.770 0.254 4.809
H -3.114 1.323 6.340
C 4.577 3.090 7.063
Br 5.073 1.392 7.873
Br 6.136 4.176 6.646
Br 3.430 2.843 5.510
H 3.993 3.641 7.807
C -11.433 -5.325 -3.033
Br -9.641 -5.603 -2.330
Br -11.439 -4.082 -4.529
Br -12.302 -7.005 -3.484
H -12.022 -4.864 -2.233
C 7.098 1.314 -0.606
Br 5.279 1.973 -0.806
Br 8.342 2.743 -0.166
Br 7.201 -0.153 0.667
H 7.402 0.914 -1.580
C -0.018 -4.401 6.466
Br -1.632 -4.839 7.458
Br -0.424 -3.669 4.709
Br 1.162 -3.234 7.481
H 0.522 -5.340 6.304
C 0.570 6.627 -4.263
Br 0.142 7.300 -2.489
Br 2.469 6.248 -4.455
Br -0.526 5.091 -4.738
H 0.330 7.423 -4.974
C 9.052 5.830 3.789
Br 10.844 5.551 4.492
Br 9.046 7.073 2.293
Br 8.182 4.149 3.337
H 8.462 6.290 4.589
C -7.056 -8.443 -1.194
Br -7.865 -9.691 0.060
Br -6.226 -6.938 -0.284
Br -5.816 -9.332 -2.401
H -7.866 -8.038 -1.809
*
```

=====

Record 6
ORCA calculation (wB97M-V/def2-TZVPD) on a cluster of 5 separate species, C20H30BrN2O4 in total.

- orbital gap (eV) = 6.95
- LUMO (eV) = -3.76
- total energy (eV) = -102427.9479
- HOMO level (eV) = -10.7
- ΔE to the lowest compared entry with this formula, charge and spin (eV) = 6.444

```
! RIJCOSX wB97M-V def2-TZVPD def2/J DEFGRID3
* xyz 1 1
C -9.123 -3.639 0.633
C -8.365 -2.807 0.223
C -7.367 -1.852 -0.258
C -6.189 -1.930 0.659
N -5.738 -1.067 1.576
C -4.636 -1.615 2.184
Br -3.600 -0.818 3.528
C -4.386 -2.822 1.664
N -5.383 -2.986 0.690
C -5.437 -4.117 -0.085
C -5.233 -4.914 -0.953
H -9.564 -4.489 1.095
H -7.774 -0.841 -0.275
H -7.072 -2.121 -1.271
H -6.159 -0.172 1.779
H -3.603 -3.514 1.905
H -5.054 -5.621 -1.727
C 2.180 -2.100 2.738
C 0.883 -2.554 2.118
O 0.834 -3.491 1.357
C -0.366 -1.784 2.485
H 2.988 -2.737 2.389
H 2.391 -1.068 2.449
H 2.119 -2.166 3.826
H -0.269 -0.738 2.189
H -0.537 -1.842 3.561
H -1.215 -2.224 1.965
C 1.306 1.621 -1.376
C 2.092 0.350 -1.165
O 3.258 0.372 -0.848
C 1.355 -0.953 -1.363
H 1.954 2.477 -1.198
H 0.936 1.664 -2.402
H 0.467 1.663 -0.680
H 0.979 -1.021 -2.385
H 0.519 -1.014 -0.663
H 2.031 -1.785 -1.180
C 4.962 3.741 1.361
C 3.617 3.677 2.038
O 2.723 4.437 1.744
C 3.431 2.619 3.100
H 4.957 4.540 0.623
H 5.741 3.943 2.097
H 5.171 2.795 0.857
H 4.146 2.772 3.910
H 3.580 1.628 2.667
H 2.422 2.685 3.502
C 4.226 2.357 -3.393
C 4.572 2.907 -4.756
O 5.670 2.762 -5.235
C 3.480 3.647 -5.494
H 5.093 1.851 -2.974
H 3.934 3.170 -2.725
H 3.408 1.641 -3.476
H 3.157 4.512 -4.912
H 2.628 2.986 -5.662
H 3.859 3.988 -6.455
*
```

=====

Record 7
ORCA calculation (wB97M-V/def2-TZVPD) on a cluster of 11 separate species, C20H30ClN10O4 in total.

- orbital gap (eV) = 10.49
- LUMO (eV) = 2.27
- total energy (eV) = -56832.9424
- HOMO level (eV) = -8.2
- ΔE to the lowest compared entry with this formula, charge and spin (eV) = 0.227

```
! RIJCOSX wB97M-V def2-TZVPD def2/J DEFGRID3
* xyz -1 1
Cl 0.504 0.130 -0.095
O 1.417 -0.859 0.439
O -0.020 -0.257 -1.395
O -0.648 0.202 0.805
O 1.178 1.400 -0.180
C 0.350 -2.632 -3.475
C 0.426 -3.839 -4.286
N 0.488 -4.786 -4.948
H -0.683 -2.460 -3.174
H 0.630 -1.770 -4.074
H 0.967 -2.741 -2.591
C -2.047 -2.750 -0.594
C -2.992 -3.332 -1.533
N -3.729 -3.762 -2.297
H -1.966 -1.665 -0.679
H -1.049 -3.115 -0.848
H -2.305 -2.986 0.435
C 0.158 -3.312 2.254
C -0.642 -3.038 3.441
N -1.289 -2.825 4.369
H 1.131 -2.855 2.437
H -0.309 -2.750 1.451
H 0.257 -4.367 2.044
C 4.281 1.721 1.370
C 3.452 2.891 1.564
N 2.763 3.796 1.679
H 3.674 0.858 1.119
H 4.891 1.520 2.250
H 4.983 1.937 0.559
C 0.575 3.103 -2.897
C 1.661 3.675 -2.122
N 2.475 4.156 -1.480
H 0.702 2.028 -3.009
H 0.526 3.524 -3.903
H -0.374 3.317 -2.401
C 1.450 0.099 3.955
C 2.466 -0.940 3.736
N 3.221 -1.752 3.483
H 1.852 0.872 4.614
H 0.549 -0.379 4.317
H 1.406 0.620 2.991
C -0.873 3.298 2.226
C -0.432 4.347 1.317
N -0.108 5.174 0.621
H -1.181 2.440 1.623
H -1.760 3.640 2.755
H -0.056 3.012 2.875
C 4.053 -0.678 -2.085
C 3.084 -0.186 -3.063
N 2.331 0.191 -3.795
H 4.733 0.128 -1.815
H 4.634 -1.502 -2.506
H 3.550 -1.062 -1.197
C -3.799 -0.191 1.937
C -5.004 0.126 2.654
N -5.959 0.410 3.202
H -2.968 0.470 2.159
H -4.017 -0.208 0.867
H -3.444 -1.200 2.164
C -3.652 1.274 -2.083
C -4.296 0.023 -2.441
N -4.805 -0.942 -2.732
H -4.367 2.091 -2.047
H -2.904 1.512 -2.837
H -3.141 1.155 -1.131
*
```

=====

Q: Which value of HOMO level does entry 6 give?
A: -10.7 eV

=====

Q: Which value of orbital gap does entry 3 give?
A: 8.30 eV